[1]
{
  "formula": "C4H35N2O12",
  "method": "ωB97M-V/def2-TZVPD",
  "symbols": ["O", "O", "O", "O", "O", "O", "O", "O", "O", "O", "O", "O", "N", "N", "C", "C", "C", "C", "H", "H", "H", "H", "H", "H", "H", "H", "H", "H", "H", "H", "H", "H", "H", "H", "H", "H", "H", "H", "H", "H", "H", "H", "H", "H", "H", "H", "H", "H", "H", "H", "H", "H", "H"],
  "xyz": [[-2.22876, 0.32554, -3.89675], [-1.29408, 4.22610, 1.54572], [0.27144, 0.85459, 2.55158], [1.23897, 3.38310, 1.93263], [3.54524, 2.44427, 0.69466], [-0.69004, 1.06154, 0.01116], [-3.66051, -1.23081, 0.14481], [-0.86180, -1.29313, -2.66712], [0.15530, 3.49957, -1.69240], [-3.28319, 0.75106, -1.48942], [3.28069, -0.58152, 2.46972], [2.70990, -0.73073, -2.58691], [-1.30881, -0.95864, 1.64831], [1.76436, -2.21568, -0.60247], [0.13523, -3.99917, -0.83371], [-1.10474, -2.48256, 1.56748], [0.38446, -2.68572, 1.31831], [0.72343, -2.99694, -0.15017], [2.03437, -2.12543, -1.57549], [-1.39401, -3.03609, 2.44638], [-3.26083, -1.17434, -0.72542], [0.02459, 4.16102, -2.39026], [0.43282, 3.24184, 2.41782], [1.01992, 4.04262, 1.26206], [-0.78899, -0.58021, 2.43259], [-2.14274, 1.29280, -3.87733], [4.01963, -0.83790, 1.88468], [-2.26871, -0.62260, 1.63677], [-1.57579, 3.97028, 0.64940], [0.66669, 2.83320, -2.16356], [-4.36983, -0.58849, 0.10471], [-0.89200, -0.54907, 0.78205], [-0.23585, -1.09032, -1.96505], [3.25374, -0.36695, -1.86981], [0.24899, 1.52247, 3.25347], [-0.62305, -4.69418, -0.55203], [-1.30354, 0.08618, -4.01410], [-1.23114, -2.17077, -2.51519], [2.63348, -2.08801, -0.10156], [4.20845, 2.96614, 1.16878], [3.79353, -0.40348, 3.27463], [-1.76618, -2.87539, 0.80776], [-1.06760, 1.44802, -0.78502], [-2.98485, 0.50481, -2.41739], [1.12047, -2.08823, 1.89878], [-1.98483, 3.84300, 2.09627], [3.19715, -0.33980, -3.32965], [1.23813, 0.86718, 2.43141], [0.65046, -3.63817, 1.84993], [-4.02721, 1.22525, -1.90696], [2.86974, 2.48830, 1.40190], [0.14116, 1.47773, 0.25423], [0.58673, -4.07228, -1.83019]],
  "forces_ev_per_angstrom": [[-0.083, 1.710, -0.714], [-0.564, -0.273, -0.455], [1.239, 0.797, 1.092], [1.007, -0.101, -0.148], [-0.025, 0.227, 1.179], [-0.190, -0.477, -0.090], [0.031, -0.760, 0.777], [0.169, -0.181, 0.137], [-0.137, 0.107, -0.578], [-0.613, 0.767, -2.436], [1.027, -0.162, 0.038], [1.082, 1.040, -0.322], [-0.024, -1.899, -0.611], [0.723, 1.009, -1.174], [1.544, 1.551, -1.190], [0.307, 1.247, 0.226], [0.711, -2.897, 0.470], [0.095, -0.526, 1.719], [-0.725, -0.715, -0.113], [-0.270, 0.656, 0.772], [-0.024, 0.287, -0.189], [-0.080, 0.034, 0.415], [-0.562, 0.415, -0.205], [-0.080, -0.088, 0.195], [0.147, 0.277, 0.028], [-0.400, -0.078, -0.410], [-0.673, 0.214, -0.034], [-0.348, -0.425, -0.079], [0.307, 0.147, 0.308], [0.201, -0.163, 0.213], [-0.087, 0.130, -0.132], [-0.253, 0.209, 0.608], [0.115, -0.392, 0.146], [-0.433, -0.150, 0.231], [-0.603, -0.290, 0.073], [-0.447, 0.076, 0.413], [-0.052, -0.838, 0.276], [0.385, 0.026, 0.186], [-0.657, -0.240, 0.878], [0.419, -0.069, -0.617], [-0.495, 0.035, 0.052], [0.231, 0.161, -0.510], [0.119, 0.210, -0.038], [1.057, -0.818, 1.113], [-0.825, 0.740, -0.889], [-0.088, 0.161, 0.121], [-0.419, -0.410, -0.277], [-0.054, -0.606, -0.455], [-0.544, 0.287, -0.484], [-0.365, 0.306, 1.258], [-0.287, -0.145, -0.773], [-0.038, 0.439, -0.180], [-0.473, -0.561, 0.181]],
  "mulliken_charge": [-0.651, -0.653, -0.621, -0.564, -0.599, -0.413, -0.645, -0.528, -0.556, -0.584, -0.561, -0.662, 0.055, -0.277, -1.364, -0.566, -0.705, 0.703, 0.371, 0.386, 0.328, 0.274, 0.288, 0.281, 0.456, 0.318, 0.283, 0.334, 0.285, 0.286, 0.277, 0.021, 0.227, 0.287, 0.255, 0.392, 0.314, 0.253, 0.127, 0.310, 0.295, 0.374, 0.204, 0.373, 0.184, 0.304, 0.291, 0.262, 0.437, 0.303, 0.328, 0.146, 0.340],
  "gap_ev": 8.422,
  "spin_multiplicity": 1,
  "largest_force_ev_per_a": 3.0,
  "e_homo_ev": -10.9,
  "de_lowest_kcal_mol": 76.34,
  "charge": 1
}

***

[2]
{
  "formula": "C10H15ClN2O13V",
  "method": "ωB97M-V/def2-TZVPD",
  "symbols": ["V", "Cl", "O", "O", "O", "O", "O", "O", "O", "O", "O", "O", "O", "O", "O", "N", "N", "C", "C", "C", "C", "C", "C", "C", "C", "C", "C", "H", "H", "H", "H", "H", "H", "H", "H", "H", "H", "H", "H", "H", "H", "H"],
  "xyz": [[8.64916, 11.84369, 8.05431], [8.56676, 10.34262, 6.39242], [8.00948, 13.64473, 11.95374], [9.49303, 10.96747, 9.09638], [5.15298, 9.53805, 9.34009], [8.58058, 13.24606, 9.80446], [7.49133, 13.27258, 7.06341], [11.35544, 13.19207, 9.38295], [10.49670, 12.73293, 7.30374], [6.36672, 13.11000, 10.42693], [6.89058, 10.91917, 8.93742], [12.61938, 12.47116, 7.69970], [8.97770, 14.60525, 5.96090], [6.77837, 15.02281, 5.96827], [7.14274, 8.62720, 8.97586], [10.30714, 7.91039, 7.67408], [11.48872, 9.29182, 8.88618], [9.30542, 6.98016, 7.15687], [11.34442, 8.33241, 6.90047], [6.48196, 9.67840, 9.04167], [12.11960, 9.16634, 7.61210], [11.86655, 10.24786, 9.90751], [11.47617, 12.79562, 8.10636], [7.76296, 13.32778, 10.77145], [10.35715, 8.57388, 8.82554], [8.70569, 6.17288, 8.24606], [7.68231, 14.31314, 6.40672], [9.86651, 6.38410, 6.34999], [7.81134, 5.55185, 7.95748], [10.92380, 10.50190, 10.45990], [12.96591, 9.80269, 7.35628], [9.60113, 14.10121, 6.51345], [11.52763, 7.92424, 5.87236], [12.29120, 11.14396, 9.53513], [10.44871, 13.33484, 9.78355], [6.32670, 12.63493, 9.58520], [4.98741, 8.58955, 9.42693], [8.54726, 7.55838, 6.66426], [9.52591, 8.59060, 9.50566], [9.35914, 5.35351, 8.53914], [12.58849, 9.84283, 10.57192], [8.36704, 6.76097, 9.06369]],
  "forces_ev_per_angstrom": [[0.358, -0.372, 2.444], [-0.027, -0.595, -1.184], [-0.466, -0.560, -1.811], [-0.728, 0.761, -0.966], [-0.394, 0.476, -0.064], [0.209, -0.167, -0.540], [0.966, -2.049, 1.916], [-0.085, 0.384, 0.783], [-2.340, 0.137, 0.643], [2.034, 0.562, 1.128], [-1.288, -2.448, -0.533], [-0.433, 0.347, 1.210], [-0.769, 0.095, 0.863], [0.406, 0.421, 0.159], [-0.005, 0.394, -0.057], [0.196, 0.215, -0.132], [0.113, -0.475, -2.287], [0.642, -0.182, -1.255], [1.361, -0.855, -1.868], [1.674, 1.899, 0.045], [-0.341, 0.830, 1.600], [-1.747, -0.262, 1.396], [1.781, -0.563, -1.271], [-1.797, 0.491, 0.952], [0.317, 0.155, 0.207], [-0.891, -2.699, -0.266], [-0.362, 1.520, -2.577], [-0.933, 0.593, 1.282], [0.536, 1.080, -0.338], [1.143, -0.142, -0.452], [-0.358, -0.308, 0.117], [0.079, -0.264, -0.191], [-0.433, 0.625, 1.316], [0.116, 0.643, -0.884], [0.107, -0.316, -1.162], [0.176, -0.060, -0.025], [0.342, 0.186, -0.076], [-0.355, 0.504, -0.276], [0.052, 0.055, 0.337], [0.574, 0.259, 0.531], [0.674, -0.849, 0.648], [-0.104, 0.531, 0.641]],
  "mulliken_charge": [1.401, -0.605, -0.746, -0.064, -0.511, -0.660, -0.656, -0.477, -0.916, -0.519, -0.550, -0.768, -0.571, -0.739, -0.592, 0.362, 0.306, -0.058, -0.342, 0.505, -0.674, -0.924, 0.596, 0.547, -0.272, -1.241, 0.713, 0.340, 0.339, 0.347, 0.455, 0.494, 0.355, 0.355, 0.502, 0.462, 0.287, 0.190, 0.338, 0.368, 0.320, 0.298],
  "gap_ev": [7.136, 7.163],
  "s_squared": 0.771,
  "spin_multiplicity": 2,
  "largest_force_ev_per_a": 3.0,
  "e_homo_ev": [-2.9, -2.9],
  "charge": -2
}

***

[3]
{
  "formula": "C5H10OSi",
  "method": "ωB97M-V/def2-TZVPD",
  "symbols": ["Si", "O", "C", "C", "C", "C", "C", "H", "H", "H", "H", "H", "H", "H", "H", "H", "H"],
  "xyz": [[0.10742, 0.15668, -0.05031], [-2.04589, -1.25495, 1.20548], [-0.35925, 0.39428, -1.89441], [-1.70238, 0.11767, 1.08388], [1.49079, -2.56034, -0.07504], [1.35492, 1.51920, 0.49474], [0.92800, -1.49806, 0.07865], [2.10863, -3.40781, -0.23465], [1.67773, 2.12184, -0.35451], [0.96800, 2.23251, 1.16835], [-0.31702, 1.47259, -2.10261], [-2.50822, 0.57664, 0.34644], [-1.56281, 0.62750, 1.94792], [-1.51261, -1.68969, 1.89402], [-1.33582, 0.03998, -2.14074], [0.45339, -0.04531, -2.43190], [2.25513, 1.19727, 1.06469]],
  "forces_ev_per_angstrom": [[-1.546, 0.658, 0.734], [-0.224, -0.247, 0.725], [0.777, 1.189, 1.631], [0.860, -1.235, -5.946], [-0.087, 0.925, 0.135], [0.731, -0.935, -0.220], [0.017, -0.403, -0.153], [-0.088, -0.281, 0.061], [0.164, -0.227, -0.201], [-1.138, 0.851, 0.808], [-0.130, -0.155, 0.032], [1.615, -0.684, 1.848], [-0.077, 1.562, 2.781], [-0.181, 0.398, -0.468], [-0.446, -0.539, -0.286], [0.214, -0.542, -0.742], [-0.459, -0.337, -0.740]],
  "mulliken_charge": [0.597, -0.531, -1.098, -0.626, 0.593, -1.215, -1.095, 0.413, 0.326, 0.392, 0.317, 0.227, 0.398, 0.310, 0.329, 0.325, 0.337],
  "gap_ev": 9.697,
  "spin_multiplicity": 1,
  "largest_force_ev_per_a": 6.1,
  "e_homo_ev": -8.8,
  "smiles": "C#C[Si](C)(C)CO",
  "de_lowest_kcal_mol": 33.92,
  "charge": 0
}

***

[4]
{
  "formula": "C4H11N3",
  "method": "ωB97M-V/def2-TZVPD",
  "symbols": ["N", "N", "N", "C", "C", "C", "C", "H", "H", "H", "H", "H", "H", "H", "H", "H", "H", "H"],
  "xyz": [[-2.47617, 1.47646, 0.08064], [-0.79985, -0.23586, 1.61762], [-1.30839, 0.86562, -0.42108], [-0.44625, 0.13261, 0.33809], [1.54520, 0.71025, -1.05759], [1.30515, -1.61583, -0.07099], [0.61499, -0.32366, -0.44952], [-0.81434, 0.53618, -1.39445], [1.91860, 1.42090, -0.31163], [2.40197, 0.26448, -1.56296], [2.01498, -1.49003, 0.75809], [-3.26004, 0.82672, 0.09523], [-0.13723, -0.83157, 2.08622], [1.88417, -1.98952, -0.91656], [-2.31751, 1.82896, 1.02125], [-1.76422, -0.48793, 1.79080], [1.04564, 1.30047, -1.83074], [0.59332, -2.38825, 0.22756]],
  "forces_ev_per_angstrom": [[0.071, 0.324, -0.790], [0.130, -0.064, -0.400], [1.197, -1.286, -0.511], [-0.234, -1.111, -0.942], [-0.454, 0.495, -0.639], [0.025, 0.334, 0.448], [1.010, -0.435, 1.407], [-2.674, 1.916, 1.685], [0.152, -0.065, -0.031], [-0.030, -0.211, 0.139], [0.175, -0.117, 0.054], [0.296, -0.041, 0.011], [0.015, 0.018, -0.035], [-0.082, -0.056, -0.006], [0.181, 0.048, -0.301], [0.035, 0.094, -0.044], [0.192, 0.223, 0.008], [-0.004, -0.067, -0.054]],
  "mulliken_charge": [-0.681, -0.514, -0.087, 0.605, -1.273, -1.709, 0.220, 0.361, 0.247, 0.363, 0.320, 0.237, 0.248, 0.394, 0.293, 0.214, 0.373, 0.390],
  "gap_ev": 7.312,
  "spin_multiplicity": 1,
  "largest_force_ev_per_a": 3.7,
  "e_homo_ev": -6.6,
  "smiles": "CC(C)=C(N)NN",
  "de_lowest_kcal_mol": 95.64,
  "charge": 0
}

***

[5]
{
  "formula": "C20H15N4O4Pd",
  "method": "ωB97M-V/def2-TZVPD",
  "symbols": ["Pd", "O", "O", "O", "O", "N", "N", "N", "N", "C", "C", "C", "C", "C", "C", "C", "C", "C", "C", "C", "C", "C", "C", "C", "C", "C", "C", "C", "C", "H", "H", "H", "H", "H", "H", "H", "H", "H", "H", "H", "H", "H", "H", "H"],
  "xyz": [[0.81523, -0.21014, -0.35399], [-1.16036, 3.23232, 1.95430], [-2.16260, -1.73956, -2.94885], [3.21043, 1.36464, 0.15425], [3.53321, -0.79923, 0.10756], [-1.20980, 1.49581, 0.39957], [-1.18414, -0.67253, -1.12435], [0.58812, 0.08467, 1.72541], [1.20600, -0.81977, -2.29952], [0.47600, 1.57797, 3.65151], [1.52668, -1.88449, -4.83644], [1.19045, 0.70026, 4.40734], [1.27943, -0.77067, 2.50984], [0.28724, -1.87344, -4.22804], [-3.29827, 0.84672, 1.45936], [-0.79326, 2.10352, 1.60176], [0.11302, 1.25543, 2.32226], [0.15793, -1.32984, -2.95902], [2.72496, 0.09739, 0.03761], [2.60925, -1.35548, -4.15020], [-3.50815, -1.19409, -0.45036], [2.30984, 2.47112, 0.11076], [-2.27075, 0.67632, 0.49929], [-1.20798, -1.29122, -2.30636], [1.57611, -0.54309, 3.82606], [-4.42092, 0.05477, 1.42016], [-2.34765, -0.41808, -0.42224], [2.40922, -0.84111, -2.88361], [-4.52906, -0.95173, 0.45550], [-3.20197, 1.65499, 2.17307], [3.23279, -0.45089, -2.30557], [-5.22276, 0.21426, 2.13054], [1.63019, -1.67024, 2.01986], [0.13094, 2.52902, 4.03518], [1.45454, 0.93861, 5.43025], [-3.58556, -1.99818, -1.16476], [2.86344, 3.29890, -0.32993], [1.42961, 2.25423, -0.49729], [1.65065, -2.30074, -5.82834], [3.60233, -1.34328, -4.57692], [-5.41542, -1.57454, 0.42706], [-0.60535, -2.26886, -4.69098], [1.98795, 2.73745, 1.11609], [2.12848, -1.28717, 4.38216]],
  "forces_ev_per_angstrom": [[0.017, -0.010, 0.017], [-0.012, 0.002, -0.018], [0.037, -0.078, 0.029], [0.051, 0.047, 0.029], [-0.020, 0.019, 0.012], [-0.163, -0.028, 0.063], [0.094, -0.104, 0.070], [-0.011, -0.041, -0.064], [0.058, 0.000, 0.014], [0.017, -0.022, -0.003], [0.022, 0.013, 0.003], [0.000, 0.016, 0.020], [-0.018, 0.049, 0.063], [-0.039, -0.007, -0.005], [-0.068, -0.014, 0.027], [0.064, 0.028, 0.030], [0.027, 0.009, -0.039], [0.036, -0.111, -0.042], [-0.075, -0.058, -0.045], [-0.023, -0.015, -0.024], [-0.047, 0.001, 0.012], [-0.008, -0.010, -0.035], [0.109, 0.039, -0.098], [-0.135, 0.239, -0.059], [-0.006, -0.024, -0.031], [0.025, 0.056, 0.037], [0.024, 0.022, 0.030], [0.025, 0.023, 0.009], [0.021, -0.050, -0.064], [0.001, -0.003, 0.000], [-0.007, 0.004, 0.016], [-0.001, 0.000, 0.000], [0.005, 0.001, -0.010], [0.005, 0.001, 0.007], [0.002, -0.007, 0.000], [0.011, -0.003, -0.001], [-0.010, 0.008, 0.002], [-0.003, -0.003, 0.011], [0.003, 0.000, 0.001], [0.001, 0.000, 0.002], [-0.005, 0.005, 0.003], [-0.002, 0.006, 0.004], [-0.002, -0.009, 0.020], [0.002, 0.007, 0.007]],
  "mulliken_charge": [0.414, -0.754, -0.789, -0.344, -0.625, -0.225, -0.068, 0.282, 0.046, -1.174, -0.215, -0.240, -0.349, -0.624, -0.490, 0.103, 0.714, 0.533, 0.412, -0.824, -0.535, -0.578, 0.619, 0.062, -0.879, -0.674, 0.169, -0.153, -0.447, 0.419, 0.439, 0.371, 0.397, 0.399, 0.397, 0.394, 0.382, 0.232, 0.405, 0.393, 0.355, 0.467, 0.210, 0.372],
  "gap_ev": [4.911, 6.868],
  "s_squared": 2.057,
  "spin_multiplicity": 3,
  "largest_force_ev_per_a": 0.3,
  "e_homo_ev": [-2.3, -5.1],
  "de_lowest_kcal_mol": 18.88,
  "charge": -1
}

***

[6]
{
  "formula": "C5H5O2",
  "method": "ωB97M-V/def2-TZVPD",
  "symbols": ["O", "O", "C", "C", "C", "C", "C", "H", "H", "H", "H", "H"],
  "xyz": [[1.52042, -1.88680, -1.52975], [-0.05176, -0.85633, -2.80747], [-0.74990, 1.03439, 0.21254], [0.53262, 0.21678, -0.07209], [0.35095, -0.28467, 1.30222], [-0.80393, 0.36987, 1.49591], [0.64848, -1.16555, -1.90139], [-1.67281, 0.26994, 2.09408], [-0.60715, 2.10401, 0.46827], [-1.58156, 0.67815, -0.43131], [0.92972, -1.11515, 1.71687], [1.48492, 0.63534, -0.54790]],
  "forces_ev_per_angstrom": [[0.525, -0.587, 0.040], [-0.768, 0.567, -0.349], [0.102, 0.879, -1.364], [0.860, 0.316, -1.744], [1.235, -1.380, -1.147], [-0.115, -1.109, 1.455], [0.317, 0.359, 1.607], [-0.457, -0.248, 0.997], [-0.416, -0.023, -1.258], [0.210, 1.092, -0.006], [-0.310, 0.352, 0.636], [-1.184, -0.218, 1.132]],
  "mulliken_charge": [-0.491, -0.500, 0.083, -0.875, -0.257, -0.813, 0.533, 0.361, 0.184, 0.170, 0.369, 0.238],
  "gap_ev": 6.428,
  "spin_multiplicity": 1,
  "largest_force_ev_per_a": 2.2,
  "e_homo_ev": -2.2,
  "de_lowest_kcal_mol": 65.23,
  "charge": -1
}

***

no.,DFT total energy (eV)
1,-32259.779
2,-78429.076
3,-15270.000
4,-8793.472
5,-38614.756
6,-9358.863